Record 1
C15H3CaF11N2O8S3 as an isolated structure. Source: the OMol25 dataset; level of theory: ωB97M-V with the def2-TZVPD basis set.

Geometry as XYZ:
```
43
Properties=species:S:1:pos:R:3
Ca -0.57084 0.29546 -0.11208
F 6.63786 -1.60424 -1.17234
C 5.55516 -0.86487 -0.87602
C 4.32266 -1.46462 -0.69344
F 4.21346 -2.78994 -0.82688
C 3.22198 -0.68559 -0.38664
F 2.04451 -1.31637 -0.20310
C 3.27098 0.70418 -0.27087
S 1.88535 1.69733 0.04821
C 4.53882 1.26468 -0.46125
F 4.70646 2.59157 -0.37303
C 5.65654 0.50828 -0.75276
F 6.85057 1.10034 -0.92946
O -4.96714 6.18192 1.08086
C -3.72649 6.27391 1.10445
O -2.99766 7.26317 1.32243
C -2.96019 4.94774 0.84512
C -1.57057 4.92507 0.85141
C -0.90757 3.73662 0.61571
N -1.54345 2.58375 0.37236
C -2.88714 2.59589 0.36914
C -3.61988 3.74942 0.60281
C -3.57702 1.25550 0.10507
O -4.78706 1.17976 0.26000
O -2.79109 0.30271 -0.25275
H -1.03862 5.84706 1.04241
H 0.17589 3.69320 0.61685
H -4.69938 3.71597 0.59826
F -3.40556 -2.86749 0.01833
C -2.72614 -2.90837 -1.11009
F -3.20761 -2.02537 -1.96726
F -2.85193 -4.12642 -1.65430
S -0.90254 -2.54992 -0.79064
O -0.83323 -2.02811 0.56522
O -0.54634 -1.54436 -1.77453
N -0.13466 -3.87106 -1.06866
S -0.20367 -5.13484 -0.10801
O 0.26096 -6.28785 -0.81425
O -1.40890 -5.21348 0.66573
C 1.12861 -4.82201 1.13811
F 2.24558 -4.40771 0.55839
F 1.39122 -5.97130 1.77027
F 0.75808 -3.92963 2.04721
```

Total charge: -2
E_LUMO, eV: 3.8
E_HOMO, eV: -3.454
2S+1: 1

Here are the Löwdin charges for atoms 1 to 4, given in e:
1 Ca 1.325
2 F 0.095
3 C -0.153
4 C -0.151

---

Record 2
A 12-piece molecular cluster, C46H126N10O13 overall. Source: the OMol25 dataset; level of theory: ωB97M-V with the def2-TZVPD basis set.

Geometry as XYZ:
```
195
Properties=species:S:1:pos:R:3
C 3.20624 -3.19517 -1.82341
O 3.60017 -4.55758 -1.46929
C 2.36839 -5.30543 -1.41662
C 2.54598 -6.81830 -1.01896
C 1.22421 -7.60971 -0.85077
N 3.22892 -6.80310 0.29863
H 4.09263 -2.56101 -1.80727
H 2.35026 -2.71496 -1.34927
H 3.03565 -3.25836 -2.89813
H 1.57714 -4.92787 -0.76897
H 1.96534 -5.20696 -2.42457
H 3.09905 -7.46931 -1.69602
H 0.40498 -7.26572 -0.21939
H 1.48604 -8.64209 -0.61897
H 0.78964 -7.56786 -1.84951
H 4.01852 -6.19804 0.12382
H 3.68941 -7.69215 0.43140
C 3.60812 5.17698 -1.41858
O 4.69831 4.40719 -1.98453
C 4.37674 3.08228 -2.41741
C 3.55720 3.04447 -3.69411
C 2.95884 1.77087 -4.19360
N 4.35593 3.68898 -4.77335
H 2.64630 5.11728 -1.92792
H 3.85986 6.21532 -1.20282
H 3.27826 4.61971 -0.54180
H 5.29249 2.49109 -2.41728
H 3.73459 2.70113 -1.62338
H 2.72084 3.71849 -3.50893
H 2.05788 2.01259 -4.75748
H 2.48031 1.15140 -3.43506
H 3.66844 0.98802 -4.46141
H 4.96738 4.33144 -4.29018
H 4.96342 3.04467 -5.25908
C -3.31624 -3.93731 2.08349
O -2.44167 -3.03191 2.51736
C -1.28388 -3.08408 1.63106
C -0.15527 -2.42630 2.43424
C -0.40772 -0.96328 2.86457
N 0.98606 -2.25403 1.59316
H -2.93097 -4.95692 2.09201
H -3.59513 -3.72183 1.05203
H -4.26558 -3.87474 2.61541
H -1.00535 -4.03321 1.17317
H -1.42106 -2.47513 0.73750
H 0.19281 -3.02291 3.27745
H -1.10761 -0.85735 3.69345
H -0.81767 -0.33083 2.07715
H 0.46066 -0.45365 3.28207
H 1.73178 -1.72102 2.01731
H 1.44773 -3.14537 1.48147
C -0.81104 -2.49401 -3.78825
O -0.96986 -2.98030 -2.46996
C -2.18350 -3.72894 -2.18105
C -3.55514 -3.00953 -2.35980
C -3.65266 -1.71652 -1.56949
N -4.66936 -3.88607 -2.03297
H -0.56334 -1.43478 -3.85728
H -1.69306 -2.63710 -4.41247
H 0.05482 -2.98898 -4.22801
H -2.17448 -4.68381 -2.70664
H -2.16290 -3.99612 -1.12451
H -3.60497 -2.73717 -3.41405
H -2.89387 -0.98512 -1.84764
H -3.68935 -1.87142 -0.49118
H -4.59904 -1.28479 -1.89520
H -4.62619 -4.81817 -2.41953
H -4.47135 -4.01426 -1.05090
C 8.82981 -1.44258 -0.23395
O 7.44923 -1.35664 -0.65400
C 6.62591 -2.25497 0.00508
C 6.96594 -3.72457 -0.27794
C 7.02045 -4.13862 -1.77923
N 5.88618 -4.53490 0.43141
H 8.98241 -0.75611 0.59887
H 9.46635 -1.21660 -1.08943
H 9.16262 -2.46005 -0.02878
H 6.69247 -2.09129 1.08066
H 5.62778 -2.13858 -0.41713
H 7.97785 -4.01958 -0.00022
H 6.12090 -3.93328 -2.35952
H 7.10966 -5.22474 -1.80112
H 7.82068 -3.62280 -2.30995
H 5.82620 -4.31500 1.41535
H 5.03204 -4.18915 0.01788
C -7.89792 0.56385 -5.32077
O -7.56043 1.82566 -4.89054
C -6.86403 1.87859 -3.63066
C -7.10630 3.22696 -3.04766
C -6.64818 3.22029 -1.59723
N -8.43752 3.75607 -2.96904
H -8.39195 -0.02308 -4.54647
H -7.02681 -0.02170 -5.61474
H -8.51174 0.68204 -6.21372
H -7.24022 1.11112 -2.95423
H -5.79517 1.72390 -3.77805
H -6.41075 3.89933 -3.54991
H -7.02827 2.44110 -0.93656
H -6.77640 4.19694 -1.13051
H -5.55880 3.20083 -1.56611
H -8.74326 3.69261 -3.92957
H -9.03752 3.18092 -2.39520
C -7.07089 -1.31202 -1.27739
O -6.56521 -0.38690 -0.34592
C -6.36837 -0.78701 0.97615
C -5.53966 0.37572 1.79060
C -4.31268 0.85756 0.93208
N -5.17007 -0.18591 3.07577
H -6.83525 -2.36287 -1.10919
H -6.63266 -1.23717 -2.27260
H -8.13985 -1.14951 -1.41529
H -7.28892 -0.77875 1.55977
H -5.90702 -1.77054 1.06527
H -6.20584 1.21282 1.99933
H -4.60946 1.24956 -0.04072
H -3.75316 -0.03668 0.65756
H -3.63699 1.57651 1.39539
H -4.51113 0.39597 3.57306
H -4.63196 -1.03216 2.95581
C 1.11376 9.14757 -2.90824
O 0.19981 8.44416 -2.08529
C -0.17363 7.18559 -2.57284
C -1.12141 6.47880 -1.64495
C -2.28810 7.32638 -1.07428
N -0.32918 5.93650 -0.56998
H 2.06516 8.63756 -3.05934
H 1.34995 10.03382 -2.31928
H 0.77729 9.43826 -3.90343
H -0.81664 7.56813 -3.36549
H 0.54945 6.58093 -3.12023
H -1.58101 5.68381 -2.23220
H -2.76930 7.89237 -1.87190
H -1.85165 8.04396 -0.37951
H -3.14306 6.73471 -0.74707
H 0.10707 6.70267 -0.07726
H -0.86767 5.54592 0.19001
C -2.70486 1.39822 4.95963
O -2.32571 1.85711 3.68960
C -1.02558 2.44764 3.65932
C -0.56323 3.10251 2.32315
C 0.77443 3.77630 2.43748
N -1.62188 4.11078 2.14225
H -2.64317 2.24399 5.64444
H -1.91040 0.78041 5.37826
H -3.67461 0.90212 4.99926
H -0.99057 3.23510 4.41218
H -0.34392 1.68256 4.03092
H -0.63648 2.35865 1.52981
H 0.63586 4.75467 2.89757
H 1.18312 4.14048 1.49492
H 1.57201 3.28282 2.99287
H -2.40557 3.64952 2.58175
H -1.58974 4.85866 2.82029
C -2.22267 2.73134 -1.28955
O -1.74408 1.62218 -2.10769
C -0.36266 1.36778 -1.91699
C -0.29344 0.47415 -0.69365
N 1.05738 0.11747 -0.27373
C 1.73670 0.96710 0.72051
C 3.15344 0.66880 1.13691
O 3.13904 -0.30521 2.13506
C 4.27441 -0.32863 3.03998
H -2.06759 2.68152 -0.21180
H -3.30535 2.78306 -1.40457
H -1.84609 3.69351 -1.63669
H 0.28126 2.24165 -1.81789
H 0.03240 0.89721 -2.81733
H -0.71294 -0.50089 -0.94146
H -0.99743 0.95698 -0.01589
H 0.95308 -0.76092 0.21380
H 1.22660 0.85438 1.67717
H 1.77140 1.95999 0.27211
H 3.52881 1.57518 1.61195
H 3.79243 0.36171 0.30897
H 4.03777 -1.10107 3.77171
H 4.50666 0.64272 3.47661
H 5.14061 -0.57725 2.42681
C 4.22743 -4.87007 4.14713
C 2.82727 -5.03247 3.52230
O 2.90747 -4.62269 2.17261
H 4.51903 -3.87572 3.80900
H 5.06481 -5.50004 3.84707
H 4.11267 -4.89180 5.23085
H 2.07841 -4.30584 3.83746
H 2.34934 -6.00863 3.60470
H 2.98811 -5.41616 1.63827
C 2.88620 -0.74649 6.40823
C 3.09521 -0.10747 7.79795
O 3.94144 0.97170 7.61899
H 2.23377 -1.61941 6.38707
H 3.87053 -1.04789 6.04995
H 2.47290 -0.15507 5.59122
H 3.48025 -0.81827 8.52912
H 2.12246 0.24656 8.13930
H 4.69730 0.83845 8.19564
```

Relative energy (zero: lowest compared OMol25 entry of this formula, charge and spin), kcal/mol: 103.3
SMILES string: COC[C@H](C)N.COC[C@H](C)N.COC[C@H](C)N.COC[C@H](C)N.COC[C@H](C)N.COC[C@H](C)N.COC[C@H](C)N.COC[C@H](C)N.COC[C@H](C)N.COCCNCCOC.CCO.CCO
E_LUMO, eV: 0.5
E_HOMO, eV: -8.405
2S+1: 1

Here are the Löwdin charges for atoms 1 to 4, given in e:
1 C -0.065
2 O -0.215
3 C -0.172
4 C -0.371

---

Record 3
A 2-piece molecular cluster, C3H7N2O overall. Source: the OMol25 dataset; level of theory: ωB97M-V with the def2-TZVPD basis set.

Geometry as XYZ:
```
13
Properties=species:S:1:pos:R:3
C 1.34281 -0.12937 1.45373
C 0.45703 -1.17223 1.00226
C -1.63084 0.37009 -2.23701
N 1.26428 1.08151 1.11288
N -2.35098 0.23420 -3.17366
O -0.97919 0.27625 -1.25072
H 2.08000 -0.31587 2.21179
H 0.86611 -2.04211 0.54987
H -0.21250 -1.43074 1.90555
H -0.19953 -0.74073 0.34239
H -3.07737 0.74931 -3.54661
H 0.57917 1.27478 0.31279
H 1.86101 1.84491 1.31675
```

Relative energy (zero: lowest compared OMol25 entry of this formula, charge and spin), kcal/mol: 28.1
Total charge: +1
E_LUMO, eV: -4.6
E_HOMO, eV: -14.738
2S+1: 1

Here are the Löwdin charges for atoms 1 to 4, given in e:
1 C -0.088
2 C 0.001
3 C -0.346
4 N 0.247

---

Record 4
C9H11ClN2O2SW as an isolated structure. Source: the OMol25 dataset; level of theory: ωB97M-V with the def2-TZVPD basis set.

Geometry as XYZ:
```
27
Properties=species:S:1:pos:R:3
Cl 0.40573 2.85413 -0.23257
C 1.84343 -0.73041 -1.43788
C 1.58503 -1.74594 -0.47393
C 1.91244 -1.22682 0.81291
H 1.21252 -2.72877 -0.67731
C 2.36743 0.12438 0.65535
C 2.33787 0.40456 -0.74949
H 2.55487 1.36114 -1.17808
H 1.69370 -0.81273 -2.49705
H 1.82989 -1.74751 1.74686
C 2.82391 1.04239 1.71723
W 0.15418 0.01143 0.01961
C -1.20279 -1.48166 0.31877
C -1.27759 0.59030 -1.40503
O -1.95525 -2.40672 0.51194
O -2.17533 1.00043 -2.15128
H 2.26810 0.87932 2.64064
H 2.67014 2.07404 1.40278
H 3.88643 0.90008 1.93312
N -4.26007 1.32233 0.45736
C -3.64841 0.26141 -0.16812
N -4.35305 -0.69226 -0.86597
S -2.12630 0.11802 0.04866
H -5.28373 1.42298 0.42977
H -3.72973 2.04845 0.98245
H -3.89708 -1.49193 -1.34978
H -5.38015 -0.63954 -0.92495
```

⟨S²⟩: 2.0253
Relative energy (zero: lowest compared OMol25 entry of this formula, charge and spin), kcal/mol: 81.7
Total charge: +2
E_LUMO (alpha / beta), eV: -9.6 / -10.2
E_HOMO (alpha / beta), eV: -15.992 / -16.694
2S+1: 3

Here are the Löwdin charges for atoms 1 to 4, given in e:
1 Cl 0.025
2 C -0.086
3 C -0.117
4 C -0.107